(1)
ORCA calculation (the ωB97M-V functional and the def2-TZVPD basis) on the molecule C17H24N2O.

Computed properties:
* energy relative to the best compared isomer or geometry (same formula, charge and spin): 19.88 kJ/mol
* multiplicity: 1
* SMILES: CCCCN(C)C(=O)CCCc1c[nH]c2ccccc12
* E_LUMO: 0.67 eV
* E_HOMO: -7.807 eV

XYZ file:
```
44
Properties=species:S:1:pos:R:3:forces:R:3
O 0.398 0.959 -2.233 0.19 0.30 -0.23
N -0.863 -0.513 -1.103 0.10 -0.28 -0.01
N 0.777 -1.067 2.037 -0.19 -0.30 0.20
C -3.313 -0.726 -0.825 0.05 -0.31 0.24
C 2.773 0.660 -0.347 0.04 -0.08 0.03
C 0.846 1.071 1.351 -0.22 0.10 0.33
C 3.483 -1.653 -0.396 -0.02 -0.16 0.06
C -4.623 -0.272 1.312 -0.03 -0.21 -0.12
C 1.756 -1.008 1.087 0.30 0.26 -0.39
C -0.456 0.748 -1.389 -0.34 -0.05 0.11
C 3.581 -0.335 -0.848 0.14 0.16 -0.14
C -1.925 -0.878 -0.193 -0.43 0.30 -0.03
C -0.020 2.889 -0.178 -0.09 0.01 0.11
C 0.239 0.185 2.192 0.01 0.30 0.01
C -1.104 1.920 -0.664 0.27 0.20 -0.12
C -0.260 -1.608 -1.832 0.20 0.00 -0.16
C 1.835 0.330 0.630 0.09 -0.46 0.20
C 2.574 -2.008 0.578 0.04 -0.15 0.02
C -4.440 -1.182 0.102 0.07 0.23 -0.09
C 0.512 2.520 1.214 0.01 0.00 -0.11
H 4.308 -0.098 -1.610 0.05 0.04 -0.07
H -0.240 2.772 1.966 0.05 0.05 0.02
H -0.540 0.357 2.912 -0.12 0.05 0.10
H -4.777 0.756 0.993 -0.01 0.15 0.01
H 2.860 1.672 -0.708 -0.01 0.11 -0.09
H -5.371 -1.199 -0.468 -0.01 -0.10 0.01
H 0.521 -1.883 2.565 0.04 0.10 -0.06
H -3.343 -1.320 -1.742 0.04 0.05 -0.08
H -4.241 -2.202 0.439 -0.06 -0.09 -0.04
H -1.723 2.426 -1.409 -0.04 -0.08 0.02
H 4.133 -2.406 -0.817 0.04 -0.06 -0.02
H -1.852 -0.282 0.718 0.01 -0.13 -0.02
H -1.739 1.622 0.165 -0.11 -0.03 0.02
H -1.016 -2.160 -2.395 -0.02 -0.05 -0.01
H -3.470 0.317 -1.104 0.01 0.07 -0.06
H 1.402 3.123 1.416 -0.05 0.06 0.09
H -0.419 3.905 -0.137 0.04 -0.01 -0.05
H -5.491 -0.584 1.888 -0.06 0.04 0.12
H -3.756 -0.306 1.966 0.08 0.06 0.13
H 2.500 -3.026 0.936 0.02 -0.09 0.01
H -1.770 -1.924 0.087 0.02 0.07 0.05
H 0.249 -2.286 -1.143 -0.01 -0.04 0.00
H 0.472 -1.190 -2.520 -0.05 -0.13 0.02
H 0.789 2.872 -0.908 -0.05 0.10 -0.02
```
Positions in Å, forces in eV/Å.

(2)
ORCA calculation (the ωB97M-V functional and the def2-TZVPD basis) on a cluster of 6 separate species, C6H24N12O6 in total at a distorted geometry.

Computed properties:
* energy relative to the best compared isomer or geometry (same formula, charge and spin): 192.06 kJ/mol
* multiplicity: 1
* SMILES: NC(N)=O.NC(N)=O.NC(N)=O.NC(N)=O.NC(N)=O.NC(N)=O
* E_LUMO: -0.50 eV
* E_HOMO: -9.588 eV

XYZ file:
```
48
Properties=species:S:1:pos:R:3:forces:R:3
O 3.025 -4.649 -0.078 -0.08 0.85 -0.61
O -0.010 -0.141 0.144 -0.83 0.26 0.29
O 4.266 -0.935 2.599 0.03 -0.31 -0.56
O -4.773 0.712 4.826 0.08 -0.18 -0.76
O 0.638 -1.779 -4.668 -0.29 0.58 1.02
O 0.683 4.481 -2.214 -1.23 -0.89 0.68
N -0.297 3.298 -0.457 -0.32 -0.28 -0.45
N -2.158 -0.756 0.638 0.13 0.34 -0.22
N 3.605 -3.568 -1.993 0.49 0.62 0.15
N 2.789 -0.146 1.032 1.50 -0.67 -0.21
N 0.592 5.348 -0.163 -0.32 0.58 0.75
N -4.653 2.382 3.303 0.18 -0.42 -0.20
N -1.451 -1.821 -3.831 -0.41 0.17 0.75
N 4.678 -1.248 0.377 1.05 -0.53 1.21
N 0.100 -0.485 -2.860 0.74 1.19 1.49
N 1.662 -3.045 -0.937 0.16 0.44 -0.02
N -1.035 0.582 2.043 1.22 1.42 0.58
N -4.553 0.203 2.609 0.55 -0.02 -1.04
C 0.286 4.354 -1.054 2.36 1.46 -1.18
C -1.004 -0.087 0.879 0.41 -0.98 -0.59
C -0.168 -1.372 -3.822 0.78 -1.69 -2.34
C 3.931 -0.834 1.427 -1.72 1.95 0.96
C -4.680 1.047 3.656 -0.30 1.00 2.25
C 2.802 -3.773 -0.915 -0.25 -2.22 0.74
H -0.369 -0.508 -1.964 -0.10 -0.03 -0.05
H 2.113 0.172 1.693 -0.16 -0.21 -0.06
H -1.790 0.657 2.701 -0.22 -0.28 -0.19
H -1.715 -2.458 -4.559 -0.11 0.16 -0.05
H -4.705 -0.784 2.728 -0.27 0.11 0.05
H -2.894 -0.536 1.285 -0.42 -0.68 -0.27
H -2.113 -1.229 -3.361 -0.42 -0.30 -0.30
H 5.329 -1.894 0.811 0.26 -0.25 -1.23
H 0.938 -3.288 -0.288 0.04 0.43 0.15
H 0.522 5.222 0.829 -0.03 0.00 0.07
H -0.518 3.443 0.504 -0.45 -0.66 0.16
H 1.650 -2.237 -1.530 -0.78 0.07 0.08
H -0.574 2.501 -1.004 0.00 -0.04 0.28
H 4.295 -1.356 -0.541 0.16 -0.47 -0.08
H -4.717 0.671 1.734 -0.21 -0.77 -0.38
H -4.686 2.649 2.336 -0.12 0.28 0.07
H 3.284 -2.934 -2.703 0.20 -0.40 -0.44
H 1.097 6.160 -0.467 0.02 -0.21 -0.30
H -0.233 1.170 2.204 -0.12 -0.07 0.17
H -2.165 -1.460 -0.076 -0.34 -0.03 0.11
H 2.596 -0.278 0.060 -0.98 0.41 0.07
H 4.260 -4.306 -2.180 0.12 0.23 -0.18
H -4.938 3.036 4.009 0.03 0.01 -0.04
H 1.055 -0.179 -2.759 -0.04 0.02 -0.37
```
Positions in Å, forces in eV/Å.

(3)
ORCA calculation (the ωB97M-V functional and the def2-TZVPD basis) on the molecule C4H4N2.

Computed properties:
* energy relative to the best compared isomer or geometry (same formula, charge and spin): 449.04 kJ/mol
* multiplicity: 1
* E_LUMO: 0.72 eV
* E_HOMO: -8.119 eV

XYZ file:
```
10
Properties=species:S:1:pos:R:3:forces:R:3
N 0.493 0.970 -1.176 -0.52 -0.06 -0.02
N 0.338 -1.189 0.689 -0.23 0.06 -0.38
C -0.011 -1.904 -0.271 0.26 -0.05 0.44
C -0.062 1.054 0.237 -0.06 0.16 0.29
C -0.716 0.678 -1.006 0.34 0.28 -0.23
C 0.330 -0.021 1.196 0.00 -0.19 -0.12
H -1.571 0.355 -1.588 0.11 0.11 0.07
H 0.564 0.161 2.239 0.02 -0.07 -0.22
H 0.804 -2.161 -0.961 0.05 -0.12 0.16
H -0.170 2.056 0.641 0.02 -0.12 -0.01
```
Positions in Å, forces in eV/Å.

(4)
ORCA calculation (the ωB97M-V functional and the def2-TZVPD basis) on a cluster of 13 separate species, C40H72B6F24N9O5 in total at a distorted geometry.

Computed properties:
* multiplicity: 1
* charge: +3
* E_LUMO: -7.93 eV
* E_HOMO: -10.628 eV

XYZ file:
```
156
Properties=species:S:1:pos:R:3:forces:R:3
F -0.611 5.837 7.968 -0.22 0.19 0.40
F -0.221 6.239 10.223 0.82 1.10 0.64
F -1.751 2.922 -2.416 -0.50 -1.38 0.25
F 5.978 -0.008 0.625 0.10 0.29 0.25
F -0.374 4.015 -3.860 0.09 0.10 -0.69
F -2.266 5.571 9.591 -0.99 0.24 -0.18
F 3.128 -7.357 -1.070 -0.35 1.48 -3.53
F -4.997 -4.156 -5.265 1.86 0.30 -1.64
F -0.950 -4.515 8.794 -0.42 -0.10 -0.09
F -2.013 5.119 -2.658 -1.14 1.27 -0.63
F -6.852 -5.276 -4.756 -0.86 -1.68 -0.17
F -0.221 4.385 -1.651 1.70 0.14 1.77
F 0.018 -2.549 8.155 0.14 0.19 0.07
F 4.063 0.574 -0.439 -0.33 0.23 -0.74
F 1.300 -4.294 9.031 0.21 0.27 -0.15
F -5.486 -4.444 -3.119 0.19 -0.26 1.16
F 4.653 1.784 1.430 0.52 0.17 -0.28
F -0.107 -3.129 10.387 -0.17 0.59 0.67
F -0.544 4.161 9.493 0.51 -1.90 0.13
F 3.434 -8.759 0.456 0.00 -3.37 1.03
F 4.321 -6.809 0.820 1.08 1.36 0.02
F -6.809 -3.095 -4.399 -0.15 0.90 0.23
F 2.086 -7.022 0.891 -1.53 0.64 0.45
F 3.936 -0.302 1.611 -1.08 -1.56 1.20
O -5.615 2.948 12.808 2.51 -3.94 -0.43
O -6.666 1.970 0.742 -3.10 -1.06 -0.73
O -9.964 -5.985 4.685 -0.30 0.32 0.60
O -0.935 -12.587 -3.343 -0.15 1.57 0.78
O -1.991 -1.542 1.787 2.81 2.68 -1.39
N -0.583 0.384 1.458 -0.85 0.11 1.37
N -8.721 0.764 0.392 0.57 -0.03 0.73
N -12.194 -4.041 6.842 -0.45 2.00 -0.30
N -5.117 0.776 11.923 0.95 -0.29 0.04
N 15.086 -7.808 -9.378 -2.60 -0.50 0.36
N 9.649 -5.214 -5.853 0.28 -2.57 -0.76
N 1.678 17.752 -5.201 2.39 -0.15 -1.41
N -0.324 -10.626 -2.100 -1.09 0.12 -1.59
N 0.011 12.415 -0.942 -1.68 -0.03 0.98
C -4.467 0.608 10.551 0.77 0.14 0.19
C 8.435 -4.599 -5.393 -0.28 1.65 0.41
C -8.152 -0.637 0.720 0.08 0.28 -0.47
C 0.561 13.154 -3.148 0.15 -0.32 2.24
C 12.724 -7.874 -8.955 1.35 0.82 -1.00
C 0.512 14.504 -2.674 -0.16 -1.38 -1.99
C 0.900 15.619 -3.623 0.88 0.68 0.19
C 13.847 -8.166 -9.793 -0.82 0.01 1.98
C 0.234 16.851 -3.595 -0.68 0.05 -0.25
C 16.212 -8.112 -10.223 1.30 0.09 -0.69
C 12.898 -6.982 -7.872 -0.53 -1.12 0.05
C -10.289 -5.127 5.797 0.66 -1.28 -0.89
C -8.562 -6.236 4.464 0.55 0.76 0.87
C -4.762 2.057 12.724 -1.50 4.71 -0.51
C 1.999 15.496 -4.495 -0.16 1.21 -1.30
C -1.031 1.144 2.743 -0.87 -0.09 -0.69
C -7.560 2.111 -1.484 -1.07 -0.49 0.96
C 1.264 -12.602 -2.345 -0.71 0.07 0.26
C 2.390 16.597 -5.343 -2.73 -1.78 2.27
C 11.752 -6.413 -7.088 1.24 0.34 0.14
C -7.582 1.715 -0.010 4.03 1.14 -0.49
C 0.052 14.737 -1.391 0.05 -0.34 0.72
C -1.040 -9.693 -3.144 0.85 -0.40 1.65
C -11.766 -5.266 6.101 -0.73 -0.08 -0.89
C -0.122 -12.016 -2.691 2.19 -2.33 -0.66
C -0.405 11.318 -0.007 1.10 -0.50 -0.27
C 15.227 -7.212 -8.181 1.78 0.45 -1.07
C 9.485 -6.443 -6.418 0.02 1.50 -0.26
C -0.601 -1.580 -0.172 -0.67 0.34 0.72
C 10.522 -7.033 -7.074 -0.01 -0.14 -0.72
C 2.284 18.915 -5.976 -0.54 0.20 0.71
C 14.190 -6.731 -7.444 0.11 0.56 -0.36
C -3.363 2.173 13.300 -0.14 -0.50 0.89
C 0.307 12.117 -2.214 1.08 1.69 -0.96
C 10.855 -4.612 -5.788 -1.10 -0.32 -0.09
C -1.119 -0.987 1.117 -2.65 -2.76 1.20
C 0.613 17.919 -4.402 0.75 -1.00 -0.29
C -0.191 13.674 -0.505 0.77 0.98 -1.73
C 11.938 -5.222 -6.357 -0.10 -0.36 -0.07
C -12.647 -5.429 4.840 0.11 -0.67 -0.08
B -0.891 5.466 9.322 -0.40 0.27 -0.95
B 3.233 -7.424 0.265 0.55 -0.48 1.60
B -6.009 -4.266 -4.396 -1.12 0.83 0.67
B 0.090 -3.595 9.093 -0.11 -0.85 -0.44
B -1.071 4.106 -2.665 -0.32 -0.11 -0.48
B 4.679 0.506 0.819 0.50 0.87 -0.55
H -2.022 0.875 3.110 0.06 -1.00 -0.55
H 15.916 -8.552 -11.176 -0.31 -0.12 0.32
H 16.889 -8.793 -9.708 0.04 0.15 -0.05
H -0.059 15.757 -1.054 -0.01 -0.03 0.27
H -0.752 -0.867 -0.983 0.28 0.04 -0.13
H -7.695 1.207 -2.078 0.26 -0.15 -0.18
H -7.698 -0.723 1.707 -0.05 0.78 -0.11
H -0.676 16.894 -3.014 -0.01 0.45 0.11
H -6.645 2.643 -1.743 -0.18 -0.11 0.20
H 0.325 10.519 -0.133 0.01 -0.02 0.18
H -4.677 -0.350 10.076 -0.93 0.09 0.29
H -8.111 -6.687 5.348 -0.11 -0.28 0.03
H -10.018 -4.096 5.568 0.18 0.25 0.02
H -13.724 -5.377 4.998 0.04 -0.13 0.41
H 0.173 18.890 -4.574 -0.50 -0.06 0.76
H -1.281 -2.421 -0.309 0.43 -0.12 -0.26
H -4.768 0.044 12.525 0.16 -0.72 0.16
H 8.286 -3.793 -6.111 -0.37 0.44 0.50
H 14.411 -6.032 -6.651 0.06 -0.40 0.28
H -13.190 -3.870 6.858 -0.87 -0.86 0.25
H 10.307 -7.879 -7.711 0.07 -0.27 0.33
H 11.733 -8.196 -9.241 0.13 -0.06 -0.25
H -0.809 0.943 0.648 -0.40 0.60 -0.49
H -8.912 -1.417 0.659 -0.13 0.39 -0.40
H 3.059 16.496 -6.185 0.38 0.23 0.33
H -11.831 -5.993 6.910 -0.66 -0.74 -0.77
H 2.084 19.811 -5.389 -0.17 0.02 -0.25
H 0.531 -10.156 -1.842 0.92 -0.03 -0.01
H -3.411 1.590 14.220 0.06 -0.39 0.25
H -8.325 -6.841 3.589 -0.92 -0.15 0.09
H 3.369 18.816 -5.993 -0.21 -0.29 -0.09
H -11.861 -3.879 7.782 0.36 -0.60 0.60
H 0.442 -1.889 -0.090 0.03 0.05 -0.08
H 1.865 18.988 -6.980 -0.03 -0.12 0.16
H 0.424 0.359 1.384 1.00 -0.18 0.38
H -1.370 10.900 -0.294 -0.09 0.45 0.14
H 16.702 -7.177 -10.492 0.23 -0.07 0.24
H 0.520 11.084 -2.444 -0.41 -0.15 -0.04
H -7.384 -0.738 -0.047 -0.08 -0.58 0.13
H 8.663 -4.258 -4.384 -0.69 0.31 -0.04
H 16.274 -7.019 -8.000 -0.02 0.19 0.66
H -8.012 -5.306 4.313 -0.14 0.34 -0.04
H -9.396 0.760 -0.359 -0.11 -0.52 -0.63
H -12.435 -4.785 3.986 0.43 0.74 0.50
H 1.286 -12.665 -1.257 0.48 0.41 0.18
H 0.917 12.820 -4.111 -0.17 0.38 -0.20
H 2.454 14.523 -4.610 0.42 0.15 -0.04
H -0.467 13.869 0.521 -0.12 -0.36 0.00
H 2.096 -12.030 -2.758 -0.14 0.47 0.37
H 1.443 -13.627 -2.670 -0.76 0.10 -0.37
H -1.243 2.153 2.388 0.98 0.21 0.37
H 7.550 -5.235 -5.439 0.46 -0.21 0.20
H 8.464 -6.776 -6.533 0.06 -0.23 0.41
H -3.123 3.166 13.679 -0.70 0.26 -0.48
H -1.921 -10.201 -3.537 0.27 0.16 0.07
H -12.416 -6.380 4.359 -0.11 -0.29 0.51
H -1.242 -8.805 -2.544 -0.31 0.09 -0.50
H -2.447 1.847 12.807 -0.55 -0.36 -0.78
H 12.870 -4.702 -6.195 0.17 -0.17 -0.47
H -0.236 -9.502 -3.855 -0.49 0.07 -0.23
H -4.753 1.473 9.954 0.27 -0.21 0.00
H -8.460 2.695 -1.674 0.04 0.35 -0.20
H -0.795 -10.730 -1.213 -0.83 0.06 0.33
H 13.866 -8.766 -10.691 -0.62 0.12 -0.08
H -3.393 0.486 10.690 0.08 0.80 0.11
H -11.937 -3.187 6.368 0.80 0.38 -0.70
H -6.113 0.630 11.842 -0.52 0.49 0.15
H -0.366 0.997 3.593 0.42 0.27 -0.61
H -0.337 11.698 1.013 -0.29 -0.15 -0.18
H 10.878 -3.621 -5.360 0.04 -0.04 0.26
H -9.222 1.227 1.136 -0.04 -0.11 0.88
H -9.870 -5.468 6.743 1.16 0.18 -0.18
```
Positions in Å, forces in eV/Å.